70
Properties=species:S:1:pos:R:3:forces:R:3:nbo_charge:R:1 method="wB97M-V/def2-TZVPD" e_above_lowest_ev=0.0000 multiplicity=1 lumo_energy_ev=-1.23 orbital_gap_ev=8.83
Li -0.2450 -0.6077 2.6185 0.692 0.951 -1.256 0.9483
N 0.1770 -0.3317 0.1045 -5.095 -1.314 -0.698 0.7108
O 0.8000 -1.1707 0.7955 1.411 0.161 -0.056 -0.5842
O 0.0290 -0.3617 -1.1255 2.457 -0.021 0.528 -0.4484
O -0.7480 0.2963 0.7205 0.630 0.695 1.273 -0.6239
C 1.1750 0.1373 -4.4115 -3.754 1.092 1.841 -0.6402
C -0.3160 -0.5727 -4.5065 3.390 2.242 2.623 0.0756
C -1.3670 0.2963 -3.7305 1.571 -1.331 1.312 -0.0900
O -2.0670 0.6733 -4.8495 -3.966 3.580 0.807 -0.4850
C -1.9110 0.0073 -5.9235 0.173 -1.109 -4.614 0.9745
O -2.5380 0.0293 -6.9795 0.894 0.237 2.730 -0.5998
O -0.7820 -0.7227 -5.7945 -0.034 -0.064 -1.145 -0.4931
H 1.1230 0.9613 -5.0645 -0.347 1.381 -0.932 0.2101
H 1.8280 -0.4707 -4.8985 2.412 -2.020 -0.572 0.2046
H 1.4520 0.6323 -3.4005 -0.478 -1.656 -1.458 0.2273
H -0.2640 -1.5497 -4.1645 0.379 -1.717 1.319 0.1740
H -0.9270 1.2483 -3.1575 -1.266 -2.392 -1.215 0.2502
H -2.0140 -0.4367 -3.0965 0.997 1.798 -0.628 0.1879
C -2.2560 -2.8977 -0.1225 0.802 0.877 0.462 -0.6480
C -3.2810 -3.4747 0.7525 -0.055 -2.523 0.839 0.0588
C -4.0480 -2.3017 1.4825 -0.723 -7.996 2.742 -0.0751
O -5.1620 -2.1657 0.7575 -1.985 1.409 -1.026 -0.4686
C -5.2970 -3.1967 -0.0535 -5.859 0.465 -2.765 0.9472
O -6.2560 -3.3157 -0.7815 0.466 0.490 0.332 -0.5985
O -4.4290 -4.0977 0.0625 4.278 -1.556 0.759 -0.4612
H -1.5570 -2.4377 0.5645 0.343 0.361 0.413 0.2128
H -2.5990 -2.0777 -0.7075 -0.427 0.529 -0.857 0.2274
H -1.6130 -3.5447 -0.6485 0.211 -1.101 -1.032 0.2361
H -2.7900 -4.4137 1.2675 -1.207 2.243 -0.071 0.2120
H -3.5290 -1.5077 1.3935 3.814 5.722 0.345 0.1773
H -4.3150 -2.7247 2.4835 0.410 1.154 -0.211 0.1771
C -4.4330 1.8583 1.2775 -0.549 0.119 2.384 -0.6333
C -3.8920 3.2353 0.8745 0.357 -0.730 -0.231 0.0719
C -2.4450 3.5743 1.2665 -1.601 -2.573 -0.353 -0.0859
O -1.8100 3.8733 0.0895 1.821 0.579 -0.902 -0.4924
C -2.5050 3.3753 -0.9685 1.733 0.718 0.790 0.9888
O -2.0680 3.2473 -2.0615 -0.051 0.022 -0.426 -0.5806
O -3.6820 3.0903 -0.5295 -3.463 -0.558 -1.149 -0.4923
H -4.9530 2.0283 2.4125 1.241 -1.106 -3.278 0.2097
H -3.6280 1.0553 1.2555 -0.634 1.217 0.530 0.2162
H -5.0960 1.5023 0.4575 -0.297 0.502 1.065 0.2513
H -4.5950 4.0763 1.1505 0.553 -0.925 -0.804 0.1914
H -2.0020 2.7653 1.8035 0.664 -0.922 0.027 0.1786
H -2.4950 4.3333 1.9095 0.379 3.549 2.291 0.1781
C 2.7640 -3.0347 -1.4165 -1.026 -0.780 1.030 -0.6338
C 4.1410 -2.5017 -1.3245 -3.998 2.904 2.457 0.0539
C 4.3180 -1.1227 -1.9255 5.872 -1.093 1.334 -0.0832
O 4.7830 -0.3577 -0.8105 0.467 2.442 -2.002 -0.4576
C 4.8330 -1.0577 0.2215 -0.366 -1.454 5.232 0.9675
O 5.1160 -0.6597 1.3185 0.595 0.389 0.375 -0.6404
O 4.3910 -2.3117 0.0645 0.976 -0.246 -0.628 -0.4743
H 2.6650 -3.1267 -2.4835 -1.360 0.164 -0.577 0.2095
H 2.0690 -2.3707 -0.7965 0.589 -0.823 -1.521 0.2587
H 2.6710 -4.0857 -1.0085 0.357 1.140 -0.294 0.2183
H 4.7700 -3.1047 -1.7375 4.200 -3.955 -2.124 0.1723
H 3.5380 -0.5887 -2.1305 -5.040 2.268 -2.490 0.1993
H 5.2210 -0.9437 -2.5555 -1.322 -0.907 -0.714 0.2022
C 4.0040 2.5323 5.7365 3.886 -1.810 4.553 -0.6262
C 3.6310 2.7353 4.3645 -0.022 -3.133 -0.117 0.0208
C 4.1910 1.6203 3.4665 1.718 0.455 0.503 -0.0718
O 3.1190 1.3233 2.6805 -3.010 -0.325 -2.372 -0.4818
C 1.9390 1.7213 3.2475 3.039 -0.956 -0.171 1.0097
O 0.8860 1.2983 2.9015 -1.360 -0.218 0.172 -0.6614
O 2.2330 2.4923 4.2805 -1.646 1.159 -0.130 -0.4765
H 5.1990 2.6663 5.8325 -2.479 -0.493 -0.388 0.2266
H 3.7970 1.4353 6.2085 0.310 2.509 -1.534 0.2225
H 3.6810 3.2363 6.5115 -0.485 0.084 -0.564 0.2363
H 3.9750 3.6173 3.9685 -0.090 2.676 -0.807 0.1986
H 4.3300 0.6933 4.0455 1.045 0.465 -0.071 0.1905
H 5.0660 1.9793 2.8195 -1.136 -0.941 1.115 0.2226